Computed, not measured: C21H20F5OPm as an isolated structure at a distorted geometry, with ωB97M-V with the def2-TZVPD basis set.

Element x y z (Å)
1 Pm -0.155 -0.580 0.614
2 C -0.069 -2.165 2.441
3 C 1.259 -1.761 2.216
4 C 1.359 -0.393 2.518
5 H 2.045 -2.378 1.824
6 C 0.093 0.054 2.938
7 C -0.791 -1.040 2.895
8 H -1.832 -1.020 3.163
9 H -0.462 -3.154 2.278
10 H 2.228 0.222 2.365
11 H -0.168 1.067 3.190
12 C -1.572 -1.913 -0.836
13 C -2.280 -1.724 0.354
14 C -2.526 -0.337 0.501
15 H -2.553 -2.492 1.057
16 C -2.021 0.312 -0.642
17 C -1.412 -0.649 -1.455
18 H -0.866 -0.468 -2.363
19 H -1.173 -2.843 -1.199
20 H -3.033 0.139 1.321
21 H -2.024 1.377 -0.803
22 O 0.459 1.136 0.377
23 C -0.869 3.799 -0.028
24 C 0.526 3.429 -0.389
25 C -1.209 4.059 1.390
26 C -1.830 4.150 -1.101
27 C 0.702 1.947 -0.737
28 H 1.215 3.658 0.429
29 H 0.862 4.002 -1.258
30 H 0.058 1.687 -1.582
31 H 1.732 1.761 -1.061
32 H -0.955 5.086 1.695
33 H -0.657 3.395 2.054
34 H -2.275 3.936 1.587
35 H -1.750 5.206 -1.400
36 H -2.866 3.999 -0.793
37 H -1.661 3.567 -2.008
38 F 0.606 -4.103 0.418
39 C 1.343 -3.556 -0.574
40 C 1.318 -2.165 -0.814
41 C 2.069 -1.656 -1.882
42 F 2.044 -0.335 -2.159
43 C 2.838 -2.510 -2.684
44 F 3.554 -2.006 -3.719
45 C 2.862 -3.883 -2.427
46 F 3.601 -4.711 -3.207
47 C 2.114 -4.405 -1.373
48 F 2.124 -5.740 -1.129

Calculated values
- Maximum force: 7.95 eV Å⁻¹
- Electronic energy: -1994.92359 a.u.
- Kohn-Sham gap (spin up / spin down): 2.51 / 2.51 eV
- Multiplicity: 5
- Total charge: -2

Löwdin atomic charge list, values in e, 2 entries:
1. Pm 1.317
2. C -0.249


Computed, not measured: C37H47N5NdO3P4 as an isolated structure at a distorted geometry, with ωB97M-V with the def2-TZVPD basis set.

Element x y z (Å)
1 Nd 0.279 1.451 0.555
2 N -2.463 1.206 0.968
3 C -2.635 2.529 0.310
4 C -1.404 3.333 0.693
5 O -1.239 3.510 1.913
6 N -0.517 3.568 -0.279
7 C 0.627 4.458 0.087
8 C 1.918 3.773 0.539
9 O 2.993 4.147 0.147
10 O 1.735 2.752 1.397
11 H -3.275 0.619 0.818
12 H -2.428 1.394 1.967
13 H -3.508 3.077 0.667
14 H -2.701 2.402 -0.763
15 H 0.337 5.114 0.912
16 H 0.886 5.060 -0.777
17 C 3.506 -1.595 1.013
18 P 2.831 0.054 1.416
19 C 4.372 1.043 1.484
20 C 2.463 -0.208 3.202
21 C 2.020 1.054 3.953
22 P 0.303 1.604 3.548
23 C 0.338 3.252 4.319
24 C -0.620 0.656 4.816
25 H 4.332 -1.844 1.683
26 H 3.876 -1.604 -0.015
27 H 2.735 -2.362 1.095
28 H 4.893 0.850 2.424
29 H 4.170 2.109 1.390
30 H 5.037 0.729 0.675
31 H 3.370 -0.626 3.646
32 H 1.694 -0.985 3.259
33 H 2.680 1.890 3.713
34 H 2.077 0.893 5.031
35 H 0.805 3.173 5.302
36 H -0.671 3.648 4.416
37 H 0.908 3.932 3.688
38 H -0.244 0.900 5.812
39 H -0.512 -0.418 4.656
40 H -1.685 0.901 4.784
41 N -1.472 -1.265 -0.998
42 P -0.767 -1.509 0.574
43 C -2.240 -2.061 1.504
44 C -3.013 -3.147 1.078
45 C -4.120 -3.544 1.812
46 C -4.456 -2.875 2.986
47 C -3.688 -1.807 3.423
48 C -2.586 -1.402 2.677
49 C 0.102 -3.109 0.404
50 C 0.583 -3.685 1.582
51 C 1.222 -4.913 1.558
52 C 1.390 -5.581 0.348
53 C 0.909 -5.019 -0.825
54 C 0.260 -3.785 -0.800
55 P -0.989 0.128 -1.925
56 C -2.462 0.280 -3.000
57 C -2.952 1.555 -3.270
58 C -4.069 1.724 -4.081
59 C -4.702 0.616 -4.621
60 C -4.211 -0.662 -4.371
61 C -3.094 -0.834 -3.570
62 C 0.287 -0.514 -3.080
63 C 1.450 -1.115 -2.595
64 C 2.436 -1.548 -3.466
65 C 2.284 -1.365 -4.837
66 C 1.143 -0.750 -5.327
67 C 0.149 -0.322 -4.454
68 H -2.469 -1.481 -1.044
69 H -2.737 -3.698 0.184
70 H -4.715 -4.384 1.476
71 H -5.314 -3.196 3.564
72 H -3.944 -1.290 4.340
73 H -1.988 -0.566 3.013
74 H 0.445 -3.177 2.534
75 H 1.586 -5.352 2.479
76 H 1.887 -6.542 0.325
77 H 1.030 -5.542 -1.767
78 H -0.120 -3.355 -1.719
79 H -2.446 2.426 -2.865
80 H -4.441 2.720 -4.289
81 H -5.577 0.745 -5.246
82 H -4.697 -1.525 -4.812
83 H -2.697 -1.831 -3.409
84 H 1.592 -1.249 -1.528
85 H 3.325 -2.031 -3.076
86 H 3.056 -1.699 -5.519
87 H 1.021 -0.598 -6.393
88 H -0.734 0.160 -4.854
89 N 3.095 1.846 -1.648
90 C 3.559 2.571 -2.673
91 C 2.464 3.068 -3.343
92 C 1.369 2.599 -2.611
93 N 1.749 1.850 -1.577
94 H 3.629 1.453 -0.894
95 H 4.620 2.689 -2.839
96 H 2.458 3.693 -4.221
97 H 0.318 2.774 -2.779

Calculated values
- Maximum force: 1.85 eV Å⁻¹
- Electronic energy: -3864.43198 a.u.
- Kohn-Sham gap (spin up / spin down): 8.77 / 8.85 eV
- Multiplicity: 4
- Total charge: +1

Löwdin atomic charge list, values in e, 2 entries:
1. Nd 1.398
2. N -0.037


Computed, not measured: C3H2Cl2O in the gas phase at a distorted geometry, with ωB97M-V with the def2-TZVPD basis set.

Element x y z (Å)
1 C 0.646 -0.211 1.468
2 C 0.450 0.190 0.256
3 O 0.631 0.801 -0.943
4 C -0.608 0.133 -1.247
5 Cl -0.552 -1.283 -2.222
6 Cl -2.013 1.120 -1.316
7 H 1.477 0.145 2.058
8 H -0.032 -0.896 1.944

Calculated values
- SMILES: C=C1OC1(Cl)Cl
- Maximum force: 6.98 eV Å⁻¹
- Electronic energy: -1110.99100 a.u.
- ΔE to the lowest compared entry with this formula, charge and spin: 3.689 eV
- Kohn-Sham gap: 9.64 eV
- Total charge: 0

Löwdin atomic charge list, values in e, 2 entries:
1. C 0.036
2. C -0.195


Computed, not measured: C17H20Cl2N2S in the gas phase at a distorted geometry, with ωB97M-V with the def2-TZVPD basis set.

Element x y z (Å)
1 C 2.551 0.047 4.310
2 N 1.796 -0.789 3.336
3 C 2.376 -2.154 3.281
4 C 0.329 -0.650 3.444
5 C -0.416 -1.007 2.123
6 C 0.066 -0.183 0.935
7 N -0.753 -0.611 -0.288
8 C -0.140 -1.069 -1.453
9 C 1.184 -1.563 -1.460
10 C 1.759 -1.971 -2.655
11 Cl 3.339 -2.700 -2.717
12 C 1.043 -1.885 -3.814
13 C -0.261 -1.442 -3.842
14 C -0.870 -1.049 -2.653
15 S -2.553 -0.488 -2.685
16 C -2.437 1.323 -2.327
17 C -3.578 2.066 -2.069
18 C -3.495 3.454 -1.894
19 C -2.257 4.091 -1.950
20 Cl -2.082 5.821 -1.661
21 C -1.098 3.329 -2.152
22 C -1.209 1.981 -2.401
23 H 2.309 1.084 4.184
24 H 2.312 -0.257 5.322
25 H 3.648 -0.087 4.216
26 H 2.336 -2.653 4.263
27 H 3.429 -2.101 3.009
28 H 1.883 -2.780 2.545
29 H -0.034 -1.262 4.279
30 H 0.102 0.405 3.701
31 H -1.506 -0.898 2.228
32 H -0.223 -2.055 1.869
33 H 1.150 -0.377 0.860
34 H -0.078 0.881 1.139
35 H -1.638 -0.137 -0.443
36 H 1.713 -1.721 -0.532
37 H 1.520 -2.189 -4.759
38 H -0.812 -1.382 -4.783
39 H -4.564 1.616 -2.095
40 H -4.374 4.046 -1.684
41 H -0.169 3.898 -2.151
42 H -0.296 1.417 -2.573

Calculated values
- SMILES: CN(C)CCCNc1cc(Cl)ccc1Sc1ccc(Cl)cc1
- Maximum force: 2.43 eV Å⁻¹
- Electronic energy: -2087.85974 a.u.
- ΔE to the lowest compared entry with this formula, charge and spin: 0.000 eV
- Kohn-Sham gap: 8.81 eV
- Total charge: 0

Löwdin atomic charge list, values in e, 2 entries:
1. C -0.095
2. N -0.276


Computed, not measured: a 2-piece molecular cluster, H8N2Si2 overall at a distorted geometry, with ωB97M-V with the def2-TZVPD basis set.

Element x y z (Å)
1 N -3.523 0.284 0.677
2 N -2.701 -0.309 -0.247
3 Si -1.155 -0.250 -0.612
4 H -4.294 -0.189 1.076
5 H -3.558 1.242 1.017
6 H -0.202 0.808 -0.303
7 H -0.922 -0.862 -2.024
8 Si 3.417 -0.123 0.072
9 H 2.378 0.879 0.564
10 H 4.733 -0.093 0.812
11 H 3.374 -0.188 -1.443
12 H 2.454 -1.196 0.411

Calculated values
- SMILES: NN=[SiH2].[SiH4]
- Maximum force: 2.96 eV Å⁻¹
- Electronic energy: -693.11878 a.u.
- ΔE to the lowest compared entry with this formula, charge and spin: 5.804 eV
- Kohn-Sham gap: 7.88 eV
- Total charge: 0

Löwdin atomic charge list, values in e, 2 entries:
1. N -0.111
2. N -0.362


Computed, not measured: C2H4N2O2 in the gas phase at a distorted geometry, with ωB97M-V with the def2-TZVPD basis set.

Element x y z (Å)
1 C 0.406 0.472 -1.117
2 N 1.209 -0.126 -0.257
3 C -1.329 -0.270 0.876
4 N 1.045 -0.399 0.998
5 O -0.139 0.136 1.493
6 O -1.520 -1.318 0.345
7 H 2.028 -0.620 -0.598
8 H -0.275 1.240 -0.790
9 H 0.681 0.446 -2.156
10 H -2.106 0.440 1.206

Calculated values
- Maximum force: 1.99 eV Å⁻¹
- Electronic energy: -338.45769 a.u.
- ΔE to the lowest compared entry with this formula, charge and spin: 5.320 eV
- Kohn-Sham gap (spin up / spin down): 9.04 / 9.04 eV
- Total charge: 0

Löwdin atomic charge list, values in e, 2 entries:
1. C 0.000
2. N -0.102